i) 25
Properties=species:S:1:pos:R:3 method="wB97M-V/def2-TZVPD" homo_energy_ev=-8.411 e_lumo_ev=0.34 orbital_gap_ev=8.75 smiles=CCCN(C)C.O.O
O -0.163 1.581 -2.994
O 1.973 -0.057 -2.562
N -0.216 -1.208 0.781
C -0.444 0.074 0.055
C 0.069 -2.266 -0.280
C -1.573 0.836 0.839
C -0.822 1.529 2.041
C 0.944 -1.330 1.647
H -1.443 2.348 2.433
H 1.903 -1.407 1.043
H -2.444 0.200 1.062
H 1.103 -2.131 -0.572
H 0.092 2.472 -2.668
H -1.985 1.553 0.084
H 0.973 -2.127 2.400
H 2.349 0.490 -1.848
H -0.651 -2.160 -1.117
H -1.105 1.785 -3.036
H -0.829 -0.250 -1.014
H -0.228 -3.261 0.146
H 0.484 0.659 0.004
H 0.144 1.840 1.657
H -0.688 0.751 2.758
H 1.365 0.510 -3.057
H 1.192 -0.431 2.197


ii) 25
Properties=species:S:1:pos:R:3 method="wB97M-V/def2-TZVPD" homo_energy_ev=-8.727 e_lumo_ev=0.63 orbital_gap_ev=9.35 smiles=CNCC(C)C.O.O
O 2.308 1.945 1.611
O 2.720 2.150 -1.073
N -1.223 -0.565 -1.730
C -0.732 -0.419 0.675
C -0.167 0.061 -2.487
C -0.902 -1.320 -0.542
C 0.179 -0.992 1.756
C -2.124 -0.080 1.254
H 2.897 2.170 -0.123
H -0.330 0.540 0.383
H -0.146 -2.117 -0.665
H 2.909 1.197 1.715
H -2.734 0.087 0.401
H -1.738 -1.986 -0.355
H -2.188 0.910 1.703
H 1.030 -0.358 2.053
H 2.567 1.245 -1.358
H 0.221 0.906 -1.925
H -1.988 -0.974 -2.233
H 0.662 -1.957 1.597
H 1.614 1.614 1.028
H 0.562 -0.657 -2.872
H -0.262 -1.030 2.726
H -2.495 -0.945 1.775
H -0.640 0.574 -3.316


iii) 25
Properties=species:S:1:pos:R:3 method="wB97M-V/def2-TZVPD" homo_energy_ev=-9.071 e_lumo_ev=0.40 orbital_gap_ev=9.47 smiles=CC(C)CCN.O.O
O 0.632 2.169 1.252
O 2.548 0.463 2.414
N 1.736 -0.438 -1.146
C 0.874 -1.355 -0.391
C -1.798 -1.014 -2.034
C -2.583 0.380 -0.053
C -1.371 -0.182 -0.811
C -0.360 -0.681 0.222
H -2.835 -0.687 -2.224
H -3.087 1.190 -0.587
H -1.803 -2.084 -1.786
H 0.709 -2.270 -0.963
H 0.653 2.543 0.352
H 1.390 -1.774 0.483
H -1.306 -0.797 -2.973
H -0.880 0.700 -1.264
H 1.197 0.343 -1.476
H -3.333 -0.395 0.135
H -0.023 0.166 0.821
H -0.723 -1.489 0.882
H 1.788 -0.066 2.087
H -0.319 2.025 1.350
H 2.201 1.344 2.211
H 2.559 -0.138 -0.650
H -2.371 0.785 0.935


Which one is most stable, and which one is least stable? iii) is the most stable of them, while i) is the least stable.


i) 11
Properties=species:S:1:pos:R:3 method="wB97M-V/def2-TZVPD" homo_energy_ev="-15.917 / -15.691" charge=+1 e_lumo_ev="-8.62 / -8.58" orbital_gap_ev="7.29 / 7.11"
N 0.982 -0.506 0.667
N 2.028 -0.563 2.667
N 1.343 -2.407 1.353
C 0.067 -0.485 -0.330
C 1.718 -1.764 2.276
C -1.088 0.180 -0.376
C 1.433 0.183 1.760
H 1.424 1.205 1.860
H 0.359 -1.284 -1.145
H -1.748 -0.093 -1.215
H -1.470 0.956 0.174


ii) 11
Properties=species:S:1:pos:R:3 method="wB97M-V/def2-TZVPD" homo_energy_ev="-14.479 / -14.479" charge=+1 e_lumo_ev="-6.82 / -6.82" orbital_gap_ev="7.66 / 7.66"
N -2.443 0.368 0.016
N 1.026 0.480 -0.386
N -1.232 0.965 -0.011
C -0.190 0.058 -0.276
C -1.959 -0.777 0.203
C 1.859 1.216 0.229
C -0.694 -1.362 -0.206
H -0.046 -1.872 0.697
H 1.884 1.362 1.271
H 2.564 1.702 -0.449
H -0.769 -2.142 -1.089


Which one is most stable, and which one is least stable? i) is the most stable of them, while ii) is the least stable.


i) 20
Properties=species:S:1:pos:R:3 method="wB97M-V/def2-TZVPD" homo_energy_ev=-8.304 e_lumo_ev=0.64 orbital_gap_ev=8.94
O -1.507 -1.433 0.972
O 0.788 -2.490 -0.048
N -0.398 0.870 0.294
C -0.291 1.191 1.718
C 1.178 -0.101 -0.353
C 0.517 -1.201 -0.288
C -1.017 -0.722 0.052
C -1.798 -0.612 -1.261
C 2.321 0.752 -0.644
H -2.004 -1.613 -1.643
H -0.844 1.637 -0.204
H -1.266 -0.034 -2.018
H -1.237 1.013 2.235
H -0.037 2.247 1.831
H 3.185 0.106 -0.846
H -0.030 -2.820 0.388
H 0.482 0.571 2.173
H -2.754 -0.134 -1.034
H 2.567 1.399 0.202
H 2.147 1.375 -1.525


ii) 20
Properties=species:S:1:pos:R:3 method="wB97M-V/def2-TZVPD" homo_energy_ev=-8.942 e_lumo_ev=0.81 orbital_gap_ev=9.76 smiles="COC(C)=O.C=CN=C"
O 0.172 -1.814 -0.322
O 0.192 0.054 -1.705
N 0.450 0.902 2.341
C -1.224 0.169 -1.654
C 0.801 -1.011 -0.988
C -0.581 0.011 2.129
C -1.885 0.284 2.012
C 0.663 1.824 1.473
C 2.172 -1.261 -1.540
H -2.258 1.292 1.878
H -1.522 0.516 -0.663
H 2.176 -1.156 -2.628
H -1.525 0.962 -2.344
H 0.196 1.810 0.473
H -0.283 -1.019 2.330
H 1.425 2.596 1.645
H -2.580 -0.536 1.865
H -1.748 -0.761 -1.896
H 2.468 -2.289 -1.315
H 2.892 -0.573 -1.090


Which one is most stable, and which one is least stable? ii) is the most stable of them, while i) is the least stable.


i) 20
Properties=species:S:1:pos:R:3 method="wB97M-V/def2-TZVPD" homo_energy_ev=-7.305 e_lumo_ev=0.66 orbital_gap_ev=7.97
O -1.539 -1.292 0.817
O 1.668 -0.818 1.152
N 1.644 -1.017 -1.134
C -1.311 -0.697 -1.485
C -0.499 1.104 1.871
C 1.244 -0.440 0.078
C -0.932 -0.423 -0.064
C 0.764 1.343 -0.269
C -0.370 0.768 0.415
H -1.455 0.773 2.271
H -0.366 2.174 2.020
H 0.728 1.435 -1.348
H -0.793 -1.583 -1.858
H 2.616 -1.294 -1.080
H 0.288 0.588 2.431
H 1.428 -0.506 -1.974
H -1.102 0.146 -2.145
H -2.383 -0.903 -1.525
H -0.934 -1.465 1.555
H 1.305 2.109 0.273


ii) 20
Properties=species:S:1:pos:R:3 method="wB97M-V/def2-TZVPD" homo_energy_ev=-8.208 e_lumo_ev=0.78 orbital_gap_ev=8.98
O 2.008 -1.581 -0.279
O 0.231 1.387 1.254
N 2.774 0.368 0.566
C 1.794 -0.481 0.177
C 0.152 0.492 0.192
C -1.423 -1.404 -0.620
C -0.624 -0.704 0.440
C -0.017 1.267 -1.093
C -2.348 -0.544 0.168
H 0.093 0.901 2.078
H 0.832 1.943 -1.202
H -0.920 1.873 -1.055
H -2.695 0.389 -0.250
H -0.054 0.608 -1.954
H -0.365 -1.282 1.317
H -1.239 -1.123 -1.649
H 2.527 1.256 0.969
H 3.744 0.096 0.492
H -2.968 -0.986 0.933
H -1.501 -2.475 -0.485


iii) 20
Properties=species:S:1:pos:R:3 method="wB97M-V/def2-TZVPD" homo_energy_ev=-9.052 e_lumo_ev=-0.17 orbital_gap_ev=8.88
O -0.524 -1.159 -2.499
O 1.506 -0.250 -2.720
N 0.846 0.135 2.364
C -0.337 0.548 1.622
C 0.845 1.585 -0.822
C 0.360 0.152 -0.769
C -1.226 -1.598 0.479
C 0.481 -0.522 -2.019
C -0.307 -0.177 0.398
H 0.173 2.472 -1.306
H 1.606 1.393 -1.593
H -0.730 -2.436 1.108
H 1.330 -1.175 1.741
H -1.598 -1.989 -0.713
H -1.348 0.247 2.058
H 1.669 1.174 1.971
H -2.280 -1.236 0.869
H -0.229 1.675 1.623
H 1.043 1.746 0.181
H -1.279 -0.585 -1.971


Which one is most stable, and which one is least stable? ii) is the most stable of them, while iii) is the least stable.


i) 20
Properties=species:S:1:pos:R:3 method="wB97M-V/def2-TZVPD" homo_energy_ev=-9.355 e_lumo_ev=0.68 orbital_gap_ev=10.04 smiles="CC(=O)[C@@H](N)[C@H](C)C=O"
O 1.028 1.492 1.718
O -0.665 -2.928 -0.802
N 1.355 -1.109 1.135
C -1.686 -0.523 0.266
C 0.222 2.320 -0.341
C -0.449 -0.497 -0.618
C 0.967 -0.256 0.029
C 0.681 1.207 0.567
C -0.052 -1.907 -1.115
H 1.849 -0.542 1.833
H -0.820 2.552 -0.101
H 0.323 2.058 -1.396
H -1.436 -0.703 1.314
H 1.756 -0.135 -0.717
H 0.821 3.216 -0.149
H -0.608 0.072 -1.538
H 0.560 -1.506 1.638
H -2.199 0.441 0.202
H 0.742 -1.951 -1.880
H -2.389 -1.301 -0.046


ii) 20
Properties=species:S:1:pos:R:3 method="wB97M-V/def2-TZVPD" homo_energy_ev=-9.163 e_lumo_ev=0.75 orbital_gap_ev=9.91 smiles="CN[C@@H]1[C@H](O)C=C[C@@H]1O"
O -0.034 -1.219 1.998
O 0.092 0.705 -2.150
N 1.106 -1.062 -0.325
C -0.375 -0.938 -0.388
C -0.944 -0.739 1.044
C -0.836 0.369 -1.115
C -1.169 0.765 1.191
C -0.969 1.381 0.014
C 1.837 0.121 0.197
H -1.880 -1.333 1.109
H -1.039 2.437 -0.202
H 2.947 -0.045 0.098
H -0.174 1.596 -2.426
H -0.780 -1.859 -0.799
H 1.449 -1.241 -1.269
H 1.618 0.228 1.286
H -1.273 1.221 2.149
H 0.665 -1.595 1.460
H -1.861 0.171 -1.519
H 1.619 1.036 -0.355


Which one is most stable, and which one is least stable? i) is the most stable of them, while ii) is the least stable.


i) 19
Properties=species:S:1:pos:R:3 method="wB97M-V/def2-TZVPD" homo_energy_ev=-8.719 e_lumo_ev=0.77 orbital_gap_ev=9.49 smiles=CCCSSC.O
S 0.584 1.345 -2.469
S -0.435 0.296 -1.134
O -4.480 -2.275 -0.936
C 0.793 0.217 2.838
C 2.186 0.582 -2.762
C -0.108 0.886 0.551
C 0.532 -0.194 1.404
H 2.255 -0.438 -2.448
H 3.012 1.085 -2.278
H 0.202 -0.342 3.558
H -5.271 -1.866 -0.565
H 1.484 -0.457 0.921
H 0.357 1.863 0.583
H -1.099 1.068 0.952
H 0.563 1.266 3.021
H 0.025 -1.160 1.338
H 2.321 0.562 -3.825
H -4.775 -2.527 -1.823
H 1.856 0.091 3.074


ii) 19
Properties=species:S:1:pos:R:3 method="wB97M-V/def2-TZVPD" homo_energy_ev=-8.399 e_lumo_ev=0.69 orbital_gap_ev=9.09 smiles=CCCSSC.O
S 1.157 0.412 0.558
S -0.160 1.885 1.167
O 0.668 -1.973 3.099
C -0.670 -2.146 -0.645
C 0.073 3.201 -0.040
C -0.685 -0.724 -1.220
C 0.635 0.031 -1.121
H -0.278 2.875 -1.013
H 1.433 -0.545 -1.590
H -0.434 -2.138 0.422
H -1.506 -0.172 -0.767
H -0.045 -1.339 2.962
H 0.562 0.963 -1.689
H 0.107 -2.758 -1.116
H -0.920 -0.835 -2.284
H 1.107 3.515 -0.135
H 1.085 -1.662 3.908
H -1.624 -2.616 -0.860
H -0.505 4.028 0.365


iii) 19
Properties=species:S:1:pos:R:3 method="wB97M-V/def2-TZVPD" homo_energy_ev=-8.736 e_lumo_ev=0.62 orbital_gap_ev=9.36 smiles=CCCSSC.O
S -0.210 1.455 -0.601
S 1.796 1.075 -1.133
O 1.916 -0.088 2.831
C -1.686 -0.315 1.694
C -0.877 -0.950 0.581
C 1.515 0.670 -2.947
C -0.950 -0.155 -0.764
H 2.447 0.577 -3.508
H 1.143 -0.344 -2.880
H -1.229 -1.968 0.383
H 1.484 0.485 3.477
H -1.881 -0.926 2.573
H 1.704 0.329 1.975
H -1.223 0.591 2.096
H -2.010 -0.136 -1.026
H 0.968 1.521 -3.328
H -2.634 0.027 1.264
H 0.185 -1.061 0.812
H -0.460 -0.788 -1.498


iv) 19
Properties=species:S:1:pos:R:3 method="wB97M-V/def2-TZVPD" homo_energy_ev=-8.404 e_lumo_ev=0.57 orbital_gap_ev=8.97 smiles=CCCSSC.O
S 1.916 1.358 -0.377
S -0.168 1.294 -0.008
O -0.674 -0.908 -2.872
C 2.092 3.124 -0.179
C -1.600 -2.239 0.748
C -0.197 -0.115 1.293
C -0.218 -1.492 0.654
H -1.643 -3.260 0.230
H 1.551 3.444 0.724
H -2.283 -1.484 0.052
H 1.866 3.641 -1.059
H 0.621 -0.070 1.994
H 0.143 -1.507 -0.373
H 3.200 3.340 -0.086
H -2.064 -2.265 1.808
H -1.622 -0.831 -2.728
H 0.528 -2.142 1.174
H -0.349 -0.039 -2.834
H -1.098 0.151 1.839


Which one is most stable, and which one is least stable? ii) is the most stable of them, while iv) is the least stable.